# 1
{
  "formula": "C5H10N2O",
  "method": "the ωB97M-V functional and the def2-TZVPD basis",
  "elements": ["H", "N", "C", "O", "N", "C", "C", "C", "C", "H", "H", "H", "H", "H", "H", "H", "H", "H"],
  "coordinates": [[-1.01, -0.41, -3.34], [-0.12, -0.47, -2.86], [-0.17, -0.17, -1.65], [-1.53, 0.49, -0.95], [0.44, -0.31, -0.51], [1.64, -1.11, -0.30], [-0.47, 0.23, 0.67], [-1.19, -0.62, 1.44], [0.19, 1.45, 1.28], [-1.58, 1.45, -0.84], [2.50, -0.48, -0.09], [1.88, -1.73, -1.17], [1.44, -1.77, 0.55], [-1.37, -0.39, 2.48], [-1.72, -1.45, 1.00], [-0.48, 1.94, 1.99], [0.46, 2.17, 0.50], [1.09, 1.17, 1.82]],
  "smiles": "[H]/N=C(\\O)N(C)C(=C)C",
  "multiplicity": 1,
  "total_charge": 0,
  "orbital_gap_ha": 0.3229,
  "e_above_lowest_ev": 4.043,
  "homo_ev": -8.04
}


# 2
{
  "formula": "C5H11NO",
  "method": "the ωB97M-V functional and the def2-TZVPD basis",
  "elements": ["C", "N", "C", "C", "C", "C", "H", "H", "H", "H", "H", "H", "H", "H", "H", "O", "H", "H"],
  "coordinates": [[0.34, 2.94, 0.00], [0.97, 1.88, -0.30], [0.73, 0.81, 0.65], [-0.33, -0.01, 0.48], [-0.38, -1.36, 1.15], [-0.94, -2.34, 0.13], [0.72, 3.95, -0.16], [-0.61, 2.84, 0.53], [1.11, 0.99, 1.65], [-1.29, 0.42, 0.21], [0.65, -1.55, 1.47], [-1.05, -1.39, 2.02], [-1.90, -2.00, -0.27], [-1.19, -3.32, 0.54], [-0.27, -2.44, -0.72], [0.78, 0.10, -2.36], [1.20, -0.06, -3.21], [1.44, 0.54, -1.81]],
  "smiles": "C=N/C=C/CC.O",
  "multiplicity": 1,
  "total_charge": 0,
  "orbital_gap_ha": 0.3296,
  "e_above_lowest_ev": 4.022,
  "homo_ev": -8.41
}


# 3
{
  "formula": "C12H16ClP",
  "method": "the ωB97M-V functional and the def2-TZVPD basis",
  "elements": ["C", "C", "C", "C", "C", "C", "C", "C", "C", "C", "C", "C", "P", "Cl", "H", "H", "H", "H", "H", "H", "H", "H", "H", "H", "H", "H", "H", "H", "H", "H"],
  "coordinates": [[2.03, -0.59, -1.10], [2.38, 1.22, 0.35], [2.90, 0.24, -0.53], [0.63, -0.56, -0.91], [0.99, 1.36, 0.53], [0.17, 0.49, -0.14], [-2.68, -0.98, 2.02], [-3.13, -0.59, 0.80], [4.38, 0.32, -0.76], [-0.22, -1.66, -1.50], [0.47, 2.44, 1.42], [-4.09, -1.39, -0.05], [-2.41, 0.97, 0.17], [-2.99, 0.98, -1.73], [2.56, -1.36, -1.60], [3.12, 1.91, 0.78], [-2.24, -0.17, 2.52], [-3.24, -1.82, 2.38], [4.95, -0.55, -1.18], [4.81, 1.22, -1.26], [4.86, 0.37, 0.27], [-1.26, -1.20, -1.97], [0.39, -2.08, -2.30], [-0.50, -2.42, -0.63], [0.33, 2.13, 2.45], [1.00, 3.43, 1.49], [-0.65, 2.78, 1.22], [-4.15, -2.30, 0.52], [-3.53, -1.50, -1.07], [-4.87, -0.69, -0.19]],
  "multiplicity": 1,
  "total_charge": 0,
  "orbital_gap_ha": [0.2778, 0.2778],
  "e_above_lowest_ev": 2.752,
  "homo_ev": [-7.94, -7.94]
}


# 4
{
  "formula": "C3H6BrNO2",
  "method": "the ωB97M-V functional and the def2-TZVPD basis",
  "elements": ["C", "C", "C", "N", "O", "O", "Br", "H", "H", "H", "H", "H", "H"],
  "coordinates": [[-0.98, 0.11, 0.00], [-1.99, -0.92, -0.25], [2.09, 1.10, -0.01], [0.09, -0.23, 0.73], [-1.13, 1.20, -0.51], [1.10, 0.69, 1.06], [3.00, -0.52, -0.59], [-2.03, -1.88, 0.25], [-2.14, -1.23, -1.33], [-2.93, -0.45, -0.05], [1.68, 1.60, -0.90], [2.93, 1.61, 0.40], [0.30, -1.07, 1.21]],
  "s_squared": 2.0056,
  "multiplicity": 3,
  "total_charge": 0,
  "orbital_gap_ha": [0.1973, 0.2570],
  "e_above_lowest_ev": 3.126,
  "homo_ev": [-4.56, -9.87]
}


# 5
{
  "formula": "C6H8O2",
  "method": "the ωB97M-V functional and the def2-TZVPD basis",
  "elements": ["C", "C", "C", "C", "O", "O", "C", "C", "H", "H", "H", "H", "H", "H", "H", "H"],
  "coordinates": [[-1.36, 0.12, 0.44], [2.13, 0.24, -0.30], [-0.47, -1.04, 0.44], [-0.37, -2.31, 0.73], [0.92, 0.00, 0.42], [-2.40, 0.05, -0.53], [-0.33, 1.23, 0.14], [-0.24, 2.36, -0.39], [-2.17, 0.68, -1.23], [-1.80, 0.29, 1.43], [3.10, 0.67, -0.57], [2.64, -0.72, -0.15], [1.82, 1.07, -0.96], [0.59, -2.82, 0.74], [-1.26, -2.94, 0.71], [-0.79, 3.13, -0.90]],
  "multiplicity": 1,
  "total_charge": 0,
  "orbital_gap_ha": 0.2965,
  "e_above_lowest_ev": 11.088,
  "homo_ev": -7.91
}


# 6
{
  "formula": "C3H4N4",
  "method": "the ωB97M-V functional and the def2-TZVPD basis",
  "elements": ["N", "C", "C", "N", "C", "N", "N", "H", "H", "H", "H"],
  "coordinates": [[1.91, -0.13, -0.63], [0.56, 0.03, -0.38], [0.07, 0.92, 0.59], [-1.16, 0.77, 1.03], [-1.88, -0.18, 0.42], [-1.53, -0.80, -0.70], [-0.28, -0.69, -1.10], [2.44, -0.30, 0.22], [2.04, -0.90, -1.28], [0.66, 1.74, 0.99], [-2.83, -0.46, 0.84]],
  "smiles": "Nc1cncnn1",
  "multiplicity": 1,
  "total_charge": 0,
  "orbital_gap_ha": 0.3538,
  "e_above_lowest_ev": 1.805,
  "homo_ev": -9.46
}


# 7
{
  "formula": "C2H5NS2",
  "method": "the ωB97M-V functional and the def2-TZVPD basis",
  "elements": ["C", "C", "N", "S", "S", "H", "H", "H", "H", "H"],
  "coordinates": [[-0.29, 0.13, -2.16], [-0.60, -0.27, 1.62], [0.76, 0.63, -2.18], [0.88, 0.75, 1.09], [-1.65, -1.11, 0.36], [-0.62, -0.74, -0.87], [-0.46, -1.11, 2.33], [-1.14, 0.55, 2.06], [1.50, 1.23, -2.58], [1.61, -0.07, 0.34]],
  "s_squared": 2.0116,
  "multiplicity": 3,
  "total_charge": 0,
  "orbital_gap_ha": [0.2194, 0.2404],
  "e_above_lowest_ev": 3.082,
  "homo_ev": [-5.29, -9.37]
}


# 8
{
  "formula": "C16H16N6OS",
  "method": "the ωB97M-V functional and the def2-TZVPD basis",
  "elements": ["C", "C", "C", "C", "C", "C", "C", "N", "N", "C", "S", "C", "C", "O", "N", "C", "N", "C", "C", "C", "N", "N", "C", "C", "H", "H", "H", "H", "H", "H", "H", "H", "H", "H", "H", "H", "H", "H", "H", "H"],
  "coordinates": [[4.30, -2.98, -4.63], [2.89, -2.60, -4.29], [1.85, -2.93, -5.15], [0.55, -2.56, -4.86], [0.26, -1.87, -3.69], [1.29, -1.55, -2.81], [1.06, -0.82, -1.58], [1.93, 0.02, -1.06], [1.42, 0.53, 0.06], [0.25, -0.01, 0.24], [-0.82, 0.28, 1.59], [-0.02, 1.79, 2.24], [-0.86, 2.95, 1.79], [-0.75, 3.48, 0.72], [-1.86, 3.38, 2.64], [-2.23, 3.05, 3.92], [-1.56, 2.13, 4.62], [-1.99, 1.88, 5.84], [-3.07, 2.53, 6.40], [-3.70, 3.47, 5.59], [-3.29, 3.73, 4.37], [-0.05, -0.88, -0.77], [-1.21, -1.71, -0.85], [2.60, -1.92, -3.12], [4.63, -2.44, -5.51], [4.36, -4.05, -4.85], [4.97, -2.76, -3.80], [2.06, -3.47, -6.06], [-0.25, -2.80, -5.55], [-0.75, -1.55, -3.50], [0.96, 1.82, 1.77], [0.02, 1.69, 3.32], [-2.44, 4.12, 2.26], [-1.42, 1.13, 6.38], [-3.41, 2.32, 7.40], [-4.56, 4.04, 5.93], [-2.02, -1.20, -1.38], [-0.96, -2.64, -1.38], [-1.55, -1.95, 0.16], [3.38, -1.64, -2.43]],
  "smiles": "Cc1cccc(-c2nnc(SCC(=O)Nc3ncccn3)n2C)c1",
  "multiplicity": 1,
  "total_charge": 0,
  "orbital_gap_ha": 0.3107,
  "e_above_lowest_ev": 1.751,
  "homo_ev": -8.04
}